Record 1
C31H55BrMgNO3P3 | wB97M-V/def2-TZVPD

```
95
Properties=species:S:1:pos:R:3
N -2.93900 -6.61012 1.22579
C -2.98118 -5.71301 2.21466
C -2.81071 -4.34240 1.98371
C -2.51656 -3.89907 0.67317
C -2.58031 -4.85427 -0.37281
C -2.76043 -6.21038 -0.02984
C -1.99901 -2.55213 0.45334
Mg -2.45791 -0.55491 0.30977
P -2.85531 1.92943 -2.08404
C -1.57438 -2.05314 -0.81711
C -0.24021 -1.55094 -1.06389
C 0.20409 -1.31572 -2.39335
C 1.32907 -0.60582 -2.66259
C 2.14692 -0.00518 -1.55973
C 1.88474 -0.66671 -0.25793
C 0.70879 -1.32599 -0.03070
Br 1.64529 1.88801 -1.37647
H -1.59147 -2.10149 1.38484
H -2.14553 -2.33496 -1.70675
H -2.82871 -3.65276 2.82897
H -2.41005 -4.59102 -1.41323
H -3.13772 -6.09834 3.22582
H -2.74939 -6.98058 -0.80715
H -0.43252 -1.69343 -3.20634
H 0.48806 -1.72295 0.96386
H 1.56685 -0.31664 -3.68414
H 2.59116 -0.50984 0.55784
P 3.96771 -0.05971 -1.93610
C -3.62700 0.93732 -0.78949
C -5.13905 1.21027 -0.65702
H -3.11836 1.22219 0.18274
H -3.51232 -0.12112 -1.16647
H -5.52658 0.77020 0.27145
H -5.34667 2.29045 -0.66208
H -5.67755 0.73559 -1.48993
C -1.52789 1.17600 -3.09781
C -1.16333 1.96675 -4.36697
H -1.86347 0.16445 -3.36695
H -0.63782 1.08365 -2.45651
H -0.66995 1.30489 -5.09027
H -2.05343 2.38380 -4.85369
H -0.46674 2.79021 -4.16075
C -1.91947 3.23744 -1.19731
C -2.39785 4.64445 -1.55444
H -0.85494 3.10087 -1.44959
H -2.02272 3.04973 -0.12079
H -1.64058 5.37978 -1.25957
H -2.58038 4.76489 -2.62940
H -3.32564 4.89187 -1.02838
C 4.78864 1.00716 -0.72089
C 6.24854 1.30261 -1.03943
H 4.68611 0.55290 0.27387
H 4.21553 1.94369 -0.68491
H 6.87959 0.41595 -0.93403
H 6.36574 1.69420 -2.05289
H 6.62491 2.06189 -0.34770
C 4.09503 0.59559 -3.61109
C 3.98788 -0.42766 -4.73677
H 5.05684 1.12661 -3.64766
H 3.30671 1.35800 -3.68832
H 4.88526 -1.05216 -4.79820
H 3.11787 -1.08479 -4.64300
H 3.89203 0.11297 -5.68300
C 4.52660 -1.76897 -1.83301
C 4.89960 -2.26243 -0.43576
H 5.38331 -1.83486 -2.51858
H 3.71953 -2.38747 -2.26067
H 4.00881 -2.51460 0.15071
H 5.50053 -3.17136 -0.52970
H 5.49134 -1.53268 0.12683
C -4.17076 0.55896 4.03655
C -3.49627 0.91374 2.73206
O -2.40819 0.02348 2.34752
P -1.10432 -0.56605 3.61439
O -1.33133 0.50936 4.79298
C -0.69642 1.82168 5.07201
C -0.69644 2.77654 3.92229
O 0.26713 0.02228 2.91061
C 1.52933 -0.08965 3.66832
C 2.36572 1.09482 3.29232
H -4.53473 -0.47330 4.04179
H -5.04501 1.21274 4.14429
H -3.50879 0.74069 4.88649
H -4.24691 0.86867 1.93182
H -3.10242 1.94213 2.75129
H -1.30289 2.21592 5.89236
H 0.31846 1.63841 5.44442
H -1.70947 3.11162 3.68491
H -0.11777 3.66721 4.19718
H -0.23215 2.34886 3.03057
H 1.33251 -0.10986 4.75198
H 1.99845 -1.03684 3.37403
H 1.92718 2.02399 3.67210
H 3.35815 0.98699 3.73919
H 2.47598 1.18340 2.20635
```

Properties
Multiplicity   1
E   -5292.2918 a.u.
Charge   +2

---

Record 2
C31H55BrNP3Ru | wB97M-V/def2-TZVPD

```
92
Properties=species:S:1:pos:R:3
N 3.61728 -8.83525 -4.56573
C 2.32576 -8.76731 -4.19916
C 1.76170 -7.59860 -3.67205
C 2.55894 -6.42405 -3.55768
C 3.91100 -6.53769 -3.95010
C 4.39163 -7.75963 -4.44683
C 2.05816 -5.18501 -2.99770
Ru 0.07797 0.18506 -0.82904
P -0.20027 4.74164 -2.50233
C 2.70073 -3.97711 -3.04555
C 2.23979 -2.92949 -2.18746
C 2.11141 -1.59942 -2.61755
C 0.85695 -0.98002 -2.28433
C 0.09133 -1.65470 -1.25819
C 0.35613 -2.89241 -0.68267
C 1.59480 -3.41401 -1.01060
Br -0.86148 2.09634 0.54268
H 1.08922 -5.29834 -2.50314
H 3.45991 -3.76217 -3.80443
H 0.72120 -7.62035 -3.37207
H 4.59713 -5.70129 -3.83894
H 1.73920 -9.68845 -4.33519
H 5.43926 -7.84995 -4.74567
H 2.80123 -1.13240 -3.32788
H 1.98554 -4.28759 -0.48683
H 0.38672 -0.30120 -3.02993
H -0.33399 -3.37379 0.00256
P 1.67551 0.19902 0.74265
C -1.25269 3.35622 -2.97826
C -1.94159 3.86169 -4.26787
H -1.96884 3.12679 -2.17488
H -0.59800 2.48879 -3.14957
H -2.76510 3.21383 -4.57052
H -2.34519 4.87703 -4.13975
H -1.22842 3.90320 -5.10525
C 1.49260 4.27533 -2.95101
C 2.27400 5.59810 -3.02185
H 1.46759 3.76513 -3.92534
H 1.87097 3.58601 -2.17835
H 3.24463 5.44961 -3.49945
H 1.72376 6.35276 -3.60567
H 2.46146 6.00371 -2.01856
C -0.12330 5.01377 -0.71892
C -1.34844 5.79469 -0.23046
H 0.81255 5.55618 -0.49380
H -0.08860 4.01005 -0.23511
H -1.40558 5.76820 0.85939
H -1.27886 6.84690 -0.53439
H -2.29263 5.38536 -0.61293
C 1.40740 0.85427 2.43557
C 2.61151 0.84771 3.36976
H 0.57634 0.29545 2.88828
H 1.03611 1.88444 2.31069
H 2.67331 -0.09511 3.91949
H 3.55577 1.01665 2.84245
H 2.48484 1.65482 4.10067
C 2.53231 1.53096 -0.21832
C 3.83080 1.12028 -0.90725
H 2.65898 2.37347 0.47709
H 1.80222 1.85450 -0.99042
H 4.60608 0.82304 -0.19075
H 3.66389 0.29076 -1.61185
H 4.21080 1.97524 -1.48425
C 2.85454 -1.18969 0.86579
C 2.56121 -2.19477 1.97816
H 3.86716 -0.77374 0.94562
H 2.81612 -1.69505 -0.11058
H 3.06118 -3.14181 1.73893
H 2.94155 -1.85504 2.94779
H 1.48809 -2.39396 2.07804
C -3.96171 0.93129 -0.25476
C -3.32909 0.14078 0.87673
P -1.85897 -0.79367 0.27051
C -1.24804 -1.53642 1.84764
C -2.21477 -2.38534 2.66664
C -2.72103 -2.05265 -0.76657
C -3.74261 -2.96550 -0.09187
H -3.21393 1.52738 -0.79354
H -4.69868 1.63202 0.15871
H -4.46231 0.27123 -0.96716
H -2.99943 0.80761 1.68407
H -4.03277 -0.58014 1.30933
H -0.34758 -2.11872 1.61783
H -0.94315 -0.66156 2.44685
H -2.23625 -3.42965 2.32971
H -1.85883 -2.39303 3.70158
H -3.23320 -1.98725 2.66462
H -3.21209 -1.45243 -1.54437
H -1.95741 -2.64876 -1.28365
H -4.32186 -2.47609 0.70263
H -4.44815 -3.30206 -0.86249
H -3.27837 -3.86682 0.33246
```

Properties
Multiplicity   5
Energy relative to the best compared isomer or geometry (same formula, charge and spin)   0.0 kJ/mol
E   -4960.2389 a.u.
Charge   +4

---

Record 3
C31H55ClHfO3P2Si2 | wB97M-V/def2-TZVPD

```
95
Properties=species:S:1:pos:R:3
Hf 0.09769 0.03142 0.14991
C 2.01090 -0.12300 -1.40186
C 1.24158 -1.31065 -1.57840
C -0.02258 -0.89891 -2.15747
Si 2.01826 -2.98872 -1.22564
C -0.02251 0.51011 -2.28214
C 1.24256 1.01746 -1.78572
Si 2.01330 2.73086 -1.72197
H 3.07758 -0.10206 -1.14191
H -0.79138 -1.58182 -2.52895
H -0.79040 1.11998 -2.76562
Cl -4.68220 0.16456 1.83362
C 3.87777 2.63730 -1.66252
C 1.49914 3.76568 -3.18966
C 3.88006 -2.88929 -1.17540
C 1.51276 -4.26354 -2.49134
H 2.16130 3.51159 -4.02965
H 1.63076 4.83282 -2.96481
H 0.46207 3.59772 -3.50044
H 4.21442 2.11400 -0.75923
H 4.29657 3.65245 -1.65052
H 4.26749 2.11661 -2.54694
H 2.15761 -4.13204 -3.37162
H 0.46709 -4.17611 -2.80535
H 1.68032 -5.27351 -2.09314
H 4.27348 -2.52220 -2.13224
H 4.30261 -3.88603 -0.98978
H 4.19808 -2.21752 -0.36784
C 1.35334 3.42616 -0.08707
C 1.35832 -3.39317 0.50455
P -0.29183 2.73150 0.27870
H 1.31876 4.52201 -0.15919
H 2.06558 3.13592 0.70225
P -0.27053 -2.61016 0.74240
H 2.08562 -2.97903 1.22142
H 1.29344 -4.48440 0.62267
C -0.77697 -3.05848 2.45870
C -1.37404 -3.66419 -0.35331
C -1.37979 3.56427 -0.99292
C -0.81024 3.47057 1.89304
C -0.65967 2.49946 3.06487
H -1.88224 3.67055 1.73745
C -0.08896 4.77149 2.24052
H 0.97021 4.58120 2.44760
H -0.54705 5.17981 3.15204
H -0.16420 5.53311 1.45962
H -1.15842 1.53962 2.89748
H -1.10496 2.96405 3.95869
H 0.39848 2.31095 3.27872
H -0.94958 3.27538 -1.96573
C -1.35990 5.08797 -0.89572
C -2.81178 3.03101 -0.92662
H -0.35261 5.51937 -0.91475
H -1.86873 5.43237 0.01174
H -1.89756 5.50355 -1.75768
H -2.88298 1.98514 -1.23643
H -3.44930 3.62652 -1.59377
H -3.22314 3.10068 0.08936
H -0.94619 -3.54794 -1.36246
C -2.80813 -3.13499 -0.37764
C -1.35857 -5.15043 0.00229
H -0.35441 -5.58689 0.05032
H -1.90387 -5.70184 -0.77494
H -1.86503 -5.33534 0.95641
H -2.88438 -2.15326 -0.85169
H -3.22430 -3.04433 0.63462
H -3.43852 -3.83499 -0.94298
C -0.61298 -1.89087 3.43514
C -0.07835 -4.29370 3.02366
H -1.85258 -3.26713 2.34330
H 0.98842 -4.10328 3.19008
H -0.17932 -5.17875 2.38897
H -0.53940 -4.52518 3.99348
H 0.44396 -1.65489 3.60626
H -1.05892 -2.18505 4.39850
H -1.11814 -0.97868 3.09292
C -1.98719 0.06337 0.59195
H -2.63893 -0.00968 -0.28505
H -2.32456 -0.75323 1.24204
H -2.33108 0.97019 1.10376
O 2.66190 2.42303 3.46555
C 2.88502 1.25576 4.15845
C 3.27648 1.32882 5.50820
C 3.58509 0.14475 6.19695
C 3.49398 -1.10159 5.56306
C 3.13332 -1.18868 4.23013
C 2.78628 -0.02002 3.55308
C 2.52401 -0.12009 2.10581
O 3.32341 -0.64581 1.32644
O 1.35121 0.36640 1.71898
H 2.69064 2.22728 2.50227
H 3.43108 2.31791 5.96009
H 3.91348 0.20635 7.23519
H 3.74599 -2.02122 6.08875
H 3.09283 -2.11847 3.66661
```

Properties
Multiplicity   1
Energy relative to the best compared isomer or geometry (same formula, charge and spin)   0.0 kJ/mol
E   -3210.0079 a.u.

---

Record 4
C31H55F16IN3O8P2 | wB97M-V/def2-TZVPD

```
116
Properties=species:S:1:pos:R:3
C 8.97141 -1.20016 2.31263
C 8.92407 0.20729 1.73032
C 7.60342 0.45174 0.95990
C 6.52347 1.06125 1.85923
C 5.73901 -0.00107 2.65252
C 4.27322 0.36217 2.78583
C 3.99611 1.45997 3.80304
C 2.58290 1.46177 4.38183
C 1.55606 2.25057 3.52823
C 0.16150 1.61182 3.57823
C -0.64121 1.69506 2.28904
C -0.24157 0.79240 1.10304
C 1.20753 0.48046 0.79526
P 1.88554 1.64407 -0.38718
O 0.95030 1.86559 -1.46211
O 2.24187 3.04977 0.30253
O 3.25248 1.01682 -0.92808
C -1.09555 -0.48464 1.11982
O -1.19662 -0.83639 -0.19227
C -1.78398 -2.10388 -0.47034
C -0.86337 -3.30458 -0.16210
C -1.47587 -4.31121 0.79487
O 0.44118 -2.94378 0.26378
N -2.38301 -0.01291 1.76428
C -2.88319 -1.15472 2.61334
C -4.38435 -1.15894 2.84327
N -5.00346 -1.86838 1.70084
C -2.17246 1.32248 2.39429
C -2.80206 2.32263 1.37813
N -4.28568 2.29073 1.39916
P -3.16044 1.73649 3.94314
O -2.55128 3.23605 4.05403
I -2.21889 0.53438 5.87483
H 8.79656 -1.88355 1.49640
H 8.22012 -1.34637 3.07020
H 9.95837 -1.39338 2.70222
H 9.74062 0.35031 1.03939
H 8.95705 0.93095 2.53088
H 7.79202 1.10532 0.11846
H 7.23700 -0.49368 0.58467
H 6.95213 1.75585 2.56715
H 5.81786 1.55906 1.20387
H 5.77534 -0.90467 2.05782
H 6.20559 -0.24101 3.59800
H 3.97389 0.73795 1.81412
H 3.65709 -0.51336 2.95041
H 4.66854 1.29034 4.63621
H 4.26182 2.43067 3.40316
H 2.63356 1.95159 5.34252
H 2.27374 0.43805 4.53387
H 1.49524 3.23770 3.95225
H 1.95730 2.33274 2.53431
H -0.39613 2.17010 4.30885
H 0.19460 0.58105 3.90105
H -0.57802 2.69348 1.88835
H -0.56838 1.25421 0.17768
H 1.79988 0.34171 1.68452
H 1.21779 -0.47488 0.28099
H 3.18943 3.17577 0.44941
H 3.94871 1.68370 -0.99801
H -0.50409 -1.14191 1.73988
H -1.99094 -2.10397 -1.52544
H -2.74825 -2.25942 0.00397
H -0.74008 -3.85112 -1.08830
H -2.55305 -4.28409 0.68680
H -1.27079 -4.05548 1.82830
H -1.18221 -5.31812 0.55803
H 0.61597 -3.37468 1.10676
H -3.00666 0.03737 0.95433
H -2.32419 -1.13100 3.53574
H -2.65375 -2.09758 2.16143
H -4.57810 -1.73114 3.73456
H -4.79457 -0.16066 2.92927
H -5.20064 -1.21308 0.95741
H -5.85904 -2.30910 2.00290
H -2.53781 3.32653 1.64185
H -2.47906 2.08640 0.36910
H -4.62730 1.33618 1.44945
H -4.56370 2.60817 0.48220
H -2.97969 3.69321 4.79209
C -7.08976 4.32210 -3.72768
C -7.39767 3.18545 -4.70626
C -8.07190 1.94906 -4.11789
F -7.30243 1.39318 -3.14630
F -8.23791 1.03234 -5.09608
F -6.26617 2.83663 -5.35853
F -8.25638 3.68969 -5.63170
O -5.78273 4.34823 -3.19477
C -5.49458 3.55550 -2.13642
C -4.50179 2.46026 -2.51544
F -4.95671 1.72228 -3.53818
F -4.33330 1.62408 -1.43820
F -6.60983 3.03876 -1.58015
F -4.89501 4.32674 -1.19343
H -7.16203 5.23939 -4.30716
H -7.84666 4.40358 -2.94732
H -9.05245 2.20152 -3.70445
H -3.53719 2.89116 -2.79143
C 0.56805 -3.00570 -4.48396
C 0.50480 -4.53853 -4.32239
C 1.55724 -5.14780 -3.39500
F 2.81224 -4.89011 -3.81061
F 1.42000 -6.49633 -3.35909
F 0.52875 -5.10591 -5.53991
F -0.71908 -4.83120 -3.78357
O 1.25796 -2.50981 -5.60903
C 2.62117 -2.35150 -5.58527
C 3.32560 -3.30546 -6.55343
F 3.00026 -4.58822 -6.29358
F 4.66249 -3.16974 -6.40513
F 3.09929 -2.45135 -4.32997
F 2.87616 -1.09517 -6.00623
H -0.45756 -2.67873 -4.64414
H 0.88477 -2.50780 -3.56507
H 1.43598 -4.77457 -2.37191
H 3.04557 -3.07104 -7.58274
```

Properties
Multiplicity   1
E   -4558.5080 a.u.
Charge   +1

---

Record 5
C31H56N3NiO2P2 | wB97M-V/def2-TZVPD

```
95
Properties=species:S:1:pos:R:3
C -0.07070 2.28676 2.13353
C -1.18319 2.83901 0.14171
C -0.58195 3.40998 2.78883
C -1.62921 4.05021 0.70258
C -1.34979 4.31740 2.04872
H -0.32108 3.56598 3.83281
H -2.22417 4.72308 0.09393
H -1.72835 5.21500 2.51754
N -0.40619 2.01428 0.87651
P 1.86297 0.33027 1.54836
P -1.91719 0.56407 -1.34991
C 0.89575 1.32216 2.79722
H 1.56603 1.87167 3.48098
H 0.32374 0.59546 3.40034
C 1.04718 -1.41018 -0.70414
O 0.98214 -2.54619 -1.00455
C -1.47470 2.35639 -1.23826
H -2.10811 3.03959 -1.80940
C -1.99366 0.14821 -3.25203
C -3.70352 0.56724 -0.64549
C 3.35729 1.43505 1.14300
C 2.42548 -1.15221 2.54961
C -0.69619 -0.57146 -3.63780
H -0.58420 -1.52236 -3.10443
H -0.71927 -0.78505 -4.71799
H 0.18846 0.03800 -3.43551
C -3.14891 -0.80410 -3.60050
H -3.10282 -1.73880 -3.02169
H -4.14163 -0.34836 -3.48481
H -3.05642 -1.08409 -4.66448
C -2.10503 1.43314 -4.06532
H -2.21080 1.16821 -5.13027
H -2.98066 2.03851 -3.79470
H -1.19546 2.03760 -3.96326
C -4.26319 -0.86868 -0.64522
H -3.50923 -1.59309 -0.30385
H -5.10912 -0.91349 0.05758
H -4.64654 -1.18715 -1.62091
C -3.65356 1.03224 0.81486
H -2.91408 0.45539 1.38783
H -3.44012 2.10382 0.90582
H -4.63890 0.84600 1.27172
C -4.59854 1.52004 -1.46273
H -4.08607 2.44644 -1.76760
H -5.02261 1.04082 -2.36139
H -5.44857 1.82259 -0.82491
C 3.49464 -1.93027 1.76741
H 3.74108 -2.83392 2.34420
H 3.12309 -2.25466 0.78668
H 4.42651 -1.36918 1.63122
C 1.21248 -2.07177 2.74213
H 0.38532 -1.57463 3.26155
H 0.83480 -2.44463 1.78253
H 1.52575 -2.93854 3.34477
C 2.94887 -0.76085 3.94215
H 2.25062 -0.10756 4.48206
H 3.06330 -1.68419 4.52933
H 3.93074 -0.27807 3.91167
C 2.86336 2.87252 0.93813
H 2.52915 3.33428 1.87681
H 3.69115 3.48033 0.54190
H 2.04171 2.91755 0.21123
C 3.97763 0.92549 -0.16742
H 3.29267 1.05768 -1.01657
H 4.88759 1.51111 -0.36497
H 4.26079 -0.13323 -0.11433
C 4.42083 1.45539 2.24867
H 4.00894 1.76328 3.22049
H 4.95018 0.49945 2.35314
H 5.17895 2.20488 1.96928
Ni 0.62398 0.24892 -0.27728
N 0.97792 1.40799 -1.73302
C 0.34491 2.38064 -2.10087
C 0.74098 3.64198 -2.90232
C -0.46247 4.53064 -3.15114
C 1.71845 4.42814 -2.03952
C 1.41153 3.21401 -4.22290
H -1.22390 4.02821 -3.75296
H -0.90522 4.83309 -2.19643
H -0.15463 5.44023 -3.68428
H 2.62075 3.83743 -1.83991
H 2.00618 5.35528 -2.55446
H 1.25780 4.69112 -1.07795
H 1.00674 3.79553 -5.06168
H 2.49569 3.38280 -4.16773
H 1.26081 2.14824 -4.44177
C -3.00469 -3.26007 2.91641
C -2.20375 -2.51181 1.88910
N -2.07832 -3.17591 0.70065
O -1.71939 -1.38551 2.05560
H -4.02250 -3.45013 2.54638
H -3.05217 -2.65887 3.82608
H -2.53085 -4.22720 3.13802
H -1.33945 -2.88499 0.06572
H -2.38087 -4.14607 0.64103
```

Properties
Multiplicity   3
Energy relative to the best compared isomer or geometry (same formula, charge and spin)   0.0 kJ/mol
E   -3720.3780 a.u.
Charge   +1